Entry 1:
# C2H5NO2

2 unconnected molecules or ions with the total composition C2H5NO2 at a distorted geometry (wB97M-V/def2-TZVPD, OMol25).

Computed properties:
Structure (SMILES): NC=O.C=O
HOMO-LUMO gap, eV: 10.6
Highest occupied orbital energy, eV: -9.8

Geometry as ORCA input:
```
! wB97M-V def2-TZVPD RIJCOSX def2/J DEFGRID3
* xyz 0 1
O -2.842 -2.357 -1.606
C -1.700 -1.880 -1.854
H -1.460 -1.232 -2.775
H -1.068 -2.306 -1.092
C 0.637 1.036 0.960
N 1.641 1.742 1.528
O 0.472 0.909 -0.263
H 0.016 0.404 1.706
H 1.883 1.752 2.492
H 2.421 1.931 0.904
*
```

Entry 2:
# C2H5NO2

C2H5NO2 in the gas phase at a distorted geometry (wB97M-V/def2-TZVPD, OMol25).

Computed properties:
Structure (SMILES): C=[N+]([O-])OC
HOMO-LUMO gap, eV: 10.0
Highest occupied orbital energy, eV: -9.2

Geometry as ORCA input:
```
! wB97M-V def2-TZVPD RIJCOSX def2/J DEFGRID3
* xyz 0 1
C -0.192 -1.926 -0.285
C 0.042 1.702 0.028
N 0.223 -0.843 0.315
O 1.180 -0.597 1.071
O -0.435 0.357 -0.331
H -1.164 -1.838 -0.857
H 0.248 -2.882 -0.156
H -0.925 2.153 -0.078
H 0.675 2.147 -0.733
H 0.347 1.726 1.027
*
```